1.
Formula: C4H13NO2
Source: OMol25
Level of theory: wB97M-V/def2-TZVPD

## Properties
- structure (SMILES) = C1CCNC1.O.O
- E_HOMO (eV) = -8.9

Last column: natural (NBO) charge in e.
CARTESIAN COORDINATES (ANGSTROEM)
C: -0.640 0.124 1.502  -0.43
C: -0.106 -1.254 1.153  -0.41
C: 1.362 -1.044 1.150  -0.25
N: 1.698 0.403 0.845  -0.63
C: 0.250 1.063 0.781  -0.22
H: -1.728 0.177 1.361  0.22
H: -0.452 0.249 2.597  0.21
H: -0.469 -1.936 1.923  0.22
H: -0.472 -1.555 0.145  0.18
H: 1.901 -1.768 0.563  0.20
H: 1.734 -1.280 2.100  0.18
H: 2.234 0.504 -0.034  0.37
H: 0.109 2.069 1.194  0.21
H: 0.055 1.176 -0.410  0.15
O: 0.512 -0.901 -3.004  -0.91
H: -0.109 -1.646 -2.834  0.46
H: 0.287 -0.412 -2.242  0.46
O: -1.857 2.439 -2.307  -0.92
H: -1.788 1.682 -1.594  0.46
H: -2.521 1.910 -2.890  0.47

Forces on atoms 1 to 6 (eV/Å):
C -0.2714 -0.9507 1.1342
C -1.3468 0.1081 -0.7174
C 1.3103 0.5574 -0.5399
N -2.3347 -0.0320 0.2180
C 1.6370 0.5575 -3.5851
H 0.3547 0.4359 -0.2259

---

2.
Formula: C2H7NO3S
Source: OMol25
Level of theory: wB97M-V/def2-TZVPD

## Properties
- structure (SMILES) = CN(C)S(=O)(=O)O
- E_HOMO (eV) = -10.2

Last column: natural (NBO) charge in e.
CARTESIAN COORDINATES (ANGSTROEM)
C: 0.418 -0.580 1.376  -0.38
N: -0.026 -0.517 0.099  -0.73
C: -1.491 -0.234 -0.091  -0.47
S: 0.962 0.166 -1.004  2.48
O: 0.470 -0.078 -2.338  -0.91
O: 2.284 -0.067 -0.590  -0.92
O: 0.608 1.742 -0.718  -0.87
H: -0.335 -1.504 1.898  0.20
H: 1.301 -1.055 1.427  0.22
H: 0.445 0.516 1.934  0.19
H: -1.766 0.902 0.045  0.22
H: -2.170 -1.050 0.479  0.24
H: -1.975 -0.358 -1.283  0.25
H: 1.275 2.117 -1.235  0.48

Forces on atoms 1 to 6 (eV/Å):
C -4.0168 0.3552 5.5095
N -2.8258 0.4562 -4.5438
C -2.9130 -0.1618 -2.6076
S -3.1096 0.5452 -0.8005
O 0.8365 -0.1338 1.1698
O 1.4127 -0.2510 -0.0185

---

3.
Formula: C28H26N4O2PRuS3
Source: OMol25
Level of theory: wB97M-V/def2-TZVPD

## Properties
- net charge = +1
- E_HOMO (eV) = -10.4

Last column: natural (NBO) charge in e.
CARTESIAN COORDINATES (ANGSTROEM)
Ru: -0.113 -1.763 0.000  0.60
O: -1.324 -2.941 -1.036  -0.51
N: -1.657 -4.142 -0.534  0.01
C: -2.027 -5.116 -1.394  0.04
C: -2.399 -6.339 -0.916  -0.25
C: -2.383 -6.560 0.470  -0.14
C: -2.005 -5.548 1.315  -0.22
C: -1.636 -4.300 0.792  0.03
S: -1.163 -2.946 1.724  0.04
H: -1.996 -4.837 -2.435  0.24
H: -2.697 -7.108 -1.612  0.24
H: -2.655 -7.527 0.870  0.24
H: -1.975 -5.677 2.387  0.25
S: 2.582 -3.078 1.325  0.17
C: 1.374 -2.542 0.544  -0.01
C: -0.851 -2.430 -5.661  -0.60
C: 0.212 -1.696 -4.839  -0.45
C: -0.377 -0.908 -3.716  0.09
N: -0.153 -1.130 -2.473  -0.27
N: -0.847 -0.290 -1.626  -0.44
C: -1.592 0.572 -2.257  0.26
N: -2.387 1.471 -1.636  -0.78
S: -1.504 0.401 -3.971  0.37
H: -0.390 -2.943 -6.503  0.23
H: -1.598 -1.740 -6.057  0.21
H: -1.369 -3.168 -5.047  0.21
H: 0.791 -1.034 -5.485  0.23
H: 0.903 -2.405 -4.385  0.24
H: -2.263 1.573 -0.642  0.41
H: -2.700 2.284 -2.134  0.41
O: 1.085 0.074 0.334  -1.09
P: 1.017 1.388 1.094  1.96
C: 2.623 1.825 1.749  -0.46
C: 3.564 0.814 1.926  -0.11
C: 4.812 1.119 2.449  -0.22
C: 5.120 2.428 2.791  -0.18
C: 4.187 3.441 2.603  -0.20
C: 2.941 3.143 2.077  -0.19
C: -0.168 1.373 2.440  -0.47
C: -1.119 0.366 2.389  -0.18
C: -2.093 0.255 3.370  -0.20
C: -2.108 1.172 4.411  -0.18
C: -1.153 2.184 4.473  -0.22
C: -0.180 2.289 3.493  -0.12
C: 0.519 2.715 -0.012  -0.36
C: 1.137 2.764 -1.265  -0.19
C: 0.793 3.753 -2.170  -0.21
C: -0.165 4.704 -1.830  -0.19
C: -0.775 4.666 -0.585  -0.21
C: -0.437 3.670 0.325  -0.23
H: 3.316 -0.200 1.640  0.23
H: 5.547 0.336 2.586  0.23
H: 6.096 2.665 3.193  0.23
H: 4.439 4.464 2.850  0.23
H: 2.224 3.939 1.907  0.22
H: -1.041 -0.326 1.559  0.20
H: -2.823 -0.542 3.321  0.23
H: -2.861 1.096 5.186  0.23
H: -1.163 2.887 5.296  0.23
H: 0.572 3.065 3.560  0.22
H: 1.877 2.017 -1.528  0.23
H: 1.276 3.793 -3.137  0.23
H: -0.433 5.478 -2.538  0.23
H: -1.510 5.414 -0.316  0.23
H: -0.922 3.639 1.293  0.23

Forces on atoms 1 to 6 (eV/Å):
Ru 0.5347 0.2830 -0.5361
O 0.2092 -0.7749 -0.2893
N -0.1084 -0.0577 -0.0788
C -0.0006 0.0939 -0.0191
C -0.0441 -0.0268 0.0743
C -0.0048 0.0307 -0.0808

---

4.
Formula: C4H7NO2
Source: OMol25
Level of theory: wB97M-V/def2-TZVPD

## Properties
- E_HOMO (eV) = -8.5

Last column: natural (NBO) charge in e.
CARTESIAN COORDINATES (ANGSTROEM)
C: 0.004 -1.953 -1.534  -0.40
C: 0.868 -0.011 -0.818  0.31
N: -0.043 -0.919 -0.467  -0.66
O: 1.113 1.029 -0.032  -0.50
C: 0.535 1.261 1.244  -0.21
C: -0.886 1.755 1.106  0.41
O: -1.796 1.361 1.795  -0.51
H: 1.053 -2.086 -1.827  0.23
H: -0.400 -2.909 -1.211  0.20
H: -0.515 -1.581 -2.423  0.20
H: -0.695 -0.914 0.335  0.40
H: 0.585 0.388 1.903  0.20
H: 1.157 2.064 1.651  0.22
H: -1.034 2.518 0.314  0.12

Forces on atoms 1 to 6 (eV/Å):
C -0.3429 -0.2577 0.0543
C 0.1918 0.3347 0.1408
N 0.7897 0.2484 -0.4761
O 0.0860 0.1930 -0.0855
C -0.1176 -0.0362 0.2886
C -0.3007 -0.1035 0.2605

---

5.
Formula: C18H17F6NO2S
Source: OMol25
Level of theory: wB97M-V/def2-TZVPD

## Properties
- E_HOMO (eV) = -6.8

Last column: natural (NBO) charge in e.
CARTESIAN COORDINATES (ANGSTROEM)
F: 4.713 -0.742 -2.884  -0.31
C: 3.561 -1.323 -2.511  0.73
F: 3.020 -1.966 -3.571  -0.31
F: 3.833 -2.240 -1.543  -0.34
S: 2.378 -0.034 -1.827  2.09
C: 1.143 -0.992 -1.103  -0.92
C: -0.218 -0.838 -1.502  0.08
C: -0.823 0.442 -1.661  -0.21
C: -2.171 0.556 -1.949  -0.18
C: -2.924 -0.595 -2.184  -0.23
C: -4.374 -0.461 -2.552  0.98
F: -4.844 -1.548 -3.235  -0.33
F: -5.168 -0.317 -1.440  -0.34
F: -4.598 0.633 -3.345  -0.33
C: -2.368 -1.864 -2.062  -0.17
C: -1.036 -1.985 -1.711  -0.29
O: 3.165 0.615 -0.786  -0.99
O: 1.909 0.725 -2.963  -0.92
H: 1.506 -1.969 -0.789  0.22
H: -0.218 1.342 -1.537  0.21
H: -2.639 1.534 -2.020  0.22
H: -2.968 -2.751 -2.252  0.23
H: -0.570 -2.969 -1.618  0.21
C: 1.403 -2.301 2.157  -0.42
N: 0.652 -1.048 2.041  -0.30
C: -0.804 -1.129 2.188  -0.42
C: 1.291 0.067 1.737  0.30
C: 0.824 1.407 2.002  -0.21
C: -0.111 1.742 3.022  -0.09
C: -0.587 3.045 3.133  -0.24
C: -0.089 4.058 2.299  -0.15
C: 0.929 3.767 1.380  -0.22
C: 1.370 2.461 1.224  -0.12
H: 0.695 -3.133 2.169  0.22
H: 2.098 -2.406 1.316  0.24
H: 1.991 -2.314 3.085  0.22
H: -1.082 -2.182 2.070  0.22
H: -1.123 -0.805 3.187  0.21
H: -1.318 -0.521 1.429  0.25
H: 2.305 -0.060 1.338  0.26
H: -0.449 0.982 3.728  0.20
H: -1.348 3.283 3.883  0.23
H: -0.475 5.075 2.378  0.23
H: 1.384 4.558 0.785  0.23
H: 2.134 2.200 0.490  0.27

Forces on atoms 1 to 6 (eV/Å):
F -0.5352 -0.4607 0.0900
C -0.0512 0.0324 -0.1361
F 0.5195 0.4450 0.8370
F -0.0362 0.4133 -0.6238
S -1.2173 -0.9155 0.8395
C 1.2092 0.5064 -0.2944

---

6.
Formula: C11H16N3O9S4Zr
Source: OMol25
Level of theory: wB97M-V/def2-TZVPD

## Properties
- net charge = +1
- E_HOMO (eV) = -9.7

Last column: natural (NBO) charge in e.
CARTESIAN COORDINATES (ANGSTROEM)
Zr: -0.565 0.651 0.133  1.93
O: -2.607 -0.259 -3.322  -0.62
C: -1.868 0.370 -2.447  0.84
O: -0.781 -0.041 -2.024  -0.66
C: -2.388 1.749 -2.059  -0.18
O: -1.573 2.307 -1.041  -0.55
C: -0.549 3.226 -1.459  -0.20
C: 0.869 2.572 -1.508  0.77
O: 1.762 3.119 -2.109  -0.57
O: 0.967 1.461 -0.865  -0.84
H: -2.305 -1.165 -3.515  0.53
H: -3.410 1.656 -1.661  0.27
H: -2.420 2.396 -2.951  0.24
H: -0.511 4.026 -0.704  0.25
H: -0.778 3.679 -2.430  0.23
O: -5.702 -1.756 4.108  -0.53
C: -4.741 -1.564 3.437  0.21
S: -3.122 -1.251 4.082  0.37
C: -2.319 -1.093 2.534  -0.39
C: -3.072 -1.222 1.414  -0.39
S: -2.398 -1.116 -0.186  -0.25
S: -4.772 -1.563 1.651  0.34
S: -0.623 -0.749 2.489  -0.19
O: -1.865 1.396 1.427  -0.55
N: -0.907 1.525 2.261  0.69
O: -1.076 1.901 3.371  -0.27
O: 0.218 1.679 1.653  -0.60
N: 4.016 -1.412 -0.244  -0.49
C: 3.023 -2.196 -1.022  -0.25
C: 1.736 -1.371 -1.128  -0.25
N: 1.203 -0.992 0.179  -0.68
C: 2.222 -0.341 1.013  -0.27
C: 3.494 -1.179 1.130  -0.25
H: 4.138 -0.494 -0.697  0.44
H: 4.930 -1.879 -0.223  0.45
H: 2.847 -3.140 -0.501  0.23
H: 3.416 -2.411 -2.016  0.25
H: 0.979 -1.943 -1.672  0.26
H: 1.932 -0.448 -1.689  0.24
H: 0.813 -1.806 0.676  0.44
H: 1.816 -0.165 2.017  0.28
H: 2.447 0.640 0.572  0.25
H: 3.286 -2.145 1.598  0.23
H: 4.238 -0.652 1.728  0.25

Forces on atoms 1 to 6 (eV/Å):
Zr -0.5316 -5.1207 -2.2756
O -0.0976 0.2905 -0.0397
C 0.4439 -0.0998 -0.3235
O -0.6991 0.1189 -0.9472
C -0.7735 -0.1406 -0.3786
O 0.0993 -0.0865 -0.4793